Entry 1:
ORCA calculation (wB97M-V/def2-TZVPD) on C5H10O in the gas phase.

Last column: Mulliken charge in e.
Geometry (Å):
C (-1.64754, 0.77515, -0.62884)  -1.426
C (-0.51521, -0.18170, -0.26332)  0.726
C (-0.63190, -0.65647, 1.19190)  -1.444
C (0.84629, 0.45086, -0.56223)  0.588
O (0.94341, 1.45118, -1.24117)  -0.576
C (2.08266, -0.21144, 0.00961)  -1.245
H (-1.49697, 1.20921, -1.61972)  0.348
H (-1.67888, 1.60093, 0.09185)  0.320
H (-2.61820, 0.26736, -0.60642)  0.404
H (-0.56349, -1.07682, -0.90485)  0.212
H (-0.45656, 0.17505, 1.88513)  0.347
H (0.07514, -1.45687, 1.43407)  0.343
H (-1.63958, -1.04032, 1.38560)  0.401
H (2.18230, 0.06577, 1.06655)  0.297
H (2.02068, -1.30353, -0.03890)  0.351
H (2.96354, 0.14468, -0.52904)  0.355

Its spin multiplicity is 1. The highest occupied orbital energy comes out at -9.527 eV. Its SMILES is CC(=O)C(C)C. Its charge is 0.

---

Entry 2:
ORCA calculation (wB97M-V/def2-TZVPD) on C5H10O in the gas phase.

Last column: Mulliken charge in e.
Geometry (Å):
C (1.89871, 0.06372, 0.44653)  -1.166
C (0.84841, 0.41687, -0.62279)  -0.481
C (-0.58248, 0.03414, -0.30177)  1.203
C (-0.88861, -1.35656, 0.25534)  -1.483
C (-1.56592, 1.09726, -0.01114)  -0.766
O (-1.50806, 0.47970, -1.29177)  -0.502
H (1.92290, -1.01576, 0.64297)  0.297
H (1.71873, 0.59267, 1.39201)  0.307
H (2.89995, 0.35347, 0.10132)  0.357
H (1.08455, -0.07285, -1.57846)  0.251
H (0.84886, 1.49740, -0.82300)  0.370
H (-0.41354, -2.15036, -0.33414)  0.304
H (-0.58862, -1.47119, 1.30694)  0.298
H (-1.97431, -1.48309, 0.20180)  0.465
H (-1.22968, 2.13650, 0.05633)  0.271
H (-2.47090, 0.87808, 0.55986)  0.276

Its spin multiplicity is 1. The highest occupied orbital energy comes out at -10.137 eV. Its SMILES is CC[C@@]1(C)CO1. Its charge is 0.

---

Entry 3:
ORCA calculation (wB97M-V/def2-TZVPD) on a molecular structure, C5H10O.

Last column: Mulliken charge in e.
Geometry (Å):
C (0.67277, 0.44692, -0.98956)  -0.687
C (1.15893, 0.99536, 0.34067)  -0.640
C (0.59945, -0.11869, 1.19595)  -0.147
C (-0.90302, -0.07415, 1.31518)  -0.653
C (-0.23771, -0.79036, 0.18000)  -0.161
O (-1.73676, -0.66634, -1.56444)  -0.716
H (1.40675, -0.17459, -1.51031)  0.319
H (0.44452, 1.26394, -1.74180)  0.363
H (-0.93497, -0.11463, -1.43327)  0.387
H (2.23876, 1.11116, 0.40245)  0.298
H (0.69039, 1.95638, 0.57647)  0.264
H (1.20097, -0.68871, 1.88369)  0.374
H (-1.34758, -0.65704, 2.13061)  0.252
H (-1.45300, 0.83843, 1.10658)  0.179
H (-0.42323, -1.87894, 0.10232)  0.257
H (-1.37626, -1.44873, -1.99455)  0.311

Its spin multiplicity is 1. The highest occupied orbital energy comes out at -9.246 eV. Its charge is 0.

---

Entry 4:
ORCA calculation (wB97M-V/def2-TZVPD) on 2 unconnected molecules or ions with the total composition C5H10O.

Last column: Mulliken spin population.
Geometry (Å):
C (-0.09882, -2.41987, -0.35055)  0.031
C (0.63954, -3.00409, 0.75070)  0.313
C (2.02899, -3.00329, 0.88965)  0.446
H (-1.00533, -2.94425, -0.64741)  0.019
H (0.57127, -2.39512, -1.21886)  0.015
H (-0.48142, -1.40019, -0.18317)  0.045
H (0.17118, -3.74129, 1.41359)  0.044
H (2.46412, -3.07013, 1.87939)  0.038
H (2.61434, -2.87998, -0.00793)  0.049
C (-0.56997, 4.27476, -0.05293)  0.000
C (-1.50850, 3.48529, -0.56069)  0.000
O (-1.47194, 2.10768, -0.59340)  0.000
H (-0.82318, 5.30384, 0.14397)  0.000
H (0.41756, 3.90187, 0.18576)  0.000
H (-2.40945, 3.90900, -0.98862)  0.000
H (-0.53838, 1.87577, -0.65949)  0.000

Its spin multiplicity is 2. The highest occupied orbital energy (alpha / beta) comes out at -11.410 / -11.410 eV. Its charge is +1.

---

Entry 5:
ORCA calculation (wB97M-V/def2-TZVPD) on 2 unconnected molecules or ions with the total composition C5H10O.

Last column: Mulliken spin population.
Geometry (Å):
C (1.67075, 0.97632, 0.74274)  0.349
C (0.32135, 0.72526, 0.80332)  0.032
C (-0.24777, -0.46452, 0.29244)  0.193
C (0.36324, -1.71172, 0.27717)  0.268
C (-0.24980, -2.89990, -0.29779)  0.017
H (1.93218, 1.97355, 1.05420)  0.024
H (2.39537, 0.18256, 0.62835)  0.029
H (-0.39883, 1.49150, 1.06091)  0.001
H (-1.30648, -0.41387, 0.05953)  0.007
H (1.38046, -1.80157, 0.64958)  0.014
H (0.28123, -3.27706, -1.16810)  0.037
H (-1.28408, -2.72614, -0.60482)  -0.003
H (-0.29953, -3.70655, 0.44266)  0.032
H (-1.48102, 3.23264, -0.44848)  0.000
H (-0.62813, 2.54585, -1.50202)  0.000
O (-1.52081, 2.85661, -1.33376)  -0.001

Its spin multiplicity is 2. The highest occupied orbital energy (alpha / beta) comes out at -14.871 / -14.867 eV. Its charge is +1.

---

Entry 6:
ORCA calculation (wB97M-V/def2-TZVPD) on 2 unconnected molecules or ions with the total composition C5H10O2.

Last column: Mulliken charge in e.
Geometry (Å):
C (-0.28925, 1.20126, 0.62814)  -1.561
C (0.49701, -0.05970, 0.56680)  1.206
C (0.90334, -0.24004, -0.88226)  -0.327
C (-0.30365, 0.27416, -1.62741)  -0.659
O (-2.17440, -0.19259, -0.69241)  -0.688
C (1.05762, -0.84121, 1.67763)  -0.741
O (-0.17257, -1.23245, 1.06844)  -0.505
H (0.25481, 2.06791, 0.24362)  0.247
H (-1.75990, 0.54292, -0.12894)  0.485
H (-0.72322, 1.41745, 1.61156)  0.404
H (1.11640, -1.28785, -1.11338)  0.381
H (1.77801, 0.37191, -1.13963)  0.276
H (-0.76698, -0.38114, -2.35641)  0.233
H (-0.34695, 1.32318, -1.89189)  0.324
H (-1.92380, -0.98094, -0.17735)  0.401
H (0.96496, -0.45060, 2.69146)  0.280
H (1.88858, -1.53227, 1.52204)  0.244

Its spin multiplicity is 1. The highest occupied orbital energy (alpha / beta) comes out at -7.948 / -7.295 eV. Its charge is 0.

---

Entry 7:
ORCA calculation (wB97M-V/def2-TZVPD) on C5H10O2 in the gas phase.

Last column: Mulliken charge in e.
Geometry (Å):
O (0.32898, 0.96826, -2.59967)  -0.545
C (-0.43620, 1.05778, -1.42444)  -0.635
C (0.41409, 0.72963, -0.20262)  0.171
C (-0.40422, 0.56407, 1.09341)  -0.666
C (-0.05583, -0.85492, 1.57065)  -0.482
C (0.36826, -1.53302, 0.27202)  -0.429
O (1.06465, -0.52539, -0.44469)  -0.490
H (0.82987, 0.14357, -2.50462)  0.350
H (-1.30117, 0.37049, -1.45402)  0.290
H (-0.82703, 2.07942, -1.35649)  0.344
H (1.21280, 1.47394, -0.10988)  0.329
H (-1.47712, 0.64961, 0.88040)  0.292
H (-0.15573, 1.32569, 1.83717)  0.319
H (-0.89310, -1.35954, 2.06157)  0.320
H (0.78850, -0.83036, 2.26699)  0.257
H (-0.50893, -1.88418, -0.29465)  0.263
H (1.05217, -2.37506, 0.40885)  0.312

Its spin multiplicity is 1. The highest occupied orbital energy comes out at -9.752 eV. Its SMILES is OC[C@H]1CCCO1. Its charge is 0.

---

Entry 8:
ORCA calculation (wB97M-V/def2-TZVPD) on C5H10O2 in the gas phase.

Last column: Mulliken charge in e.
Geometry (Å):
C (2.27780, -0.23816, 0.74887)  -0.763
O (0.92725, -0.55066, 0.48367)  -0.388
C (0.55967, -0.24882, -0.85780)  -0.586
C (-0.90681, 0.10232, -0.95249)  -0.149
C (-1.93895, -0.59341, -0.09202)  -0.654
C (-1.60394, 0.85073, 0.15173)  -0.079
O (-0.93862, 1.26522, 1.30137)  -0.582
H (2.95106, -0.70505, 0.01576)  0.327
H (2.51588, -0.62046, 1.74383)  0.244
H (2.43567, 0.85058, 0.73208)  0.328
H (1.15663, 0.60283, -1.22028)  0.386
H (0.79504, -1.11826, -1.49266)  0.314
H (-1.20379, 0.34873, -1.97115)  0.381
H (-2.89852, -0.85536, -0.53195)  0.274
H (-1.56168, -1.30651, 0.63744)  0.194
H (-2.34181, 1.59469, -0.13739)  0.362
H (-0.22486, 0.62156, 1.44100)  0.391

Its spin multiplicity is 1. The highest occupied orbital energy comes out at -9.064 eV. Its SMILES is COC[C@H]1C[C@H]1O. Its charge is 0.

---

Computed largest force on an atom, in the same sequence as the records: 0.008, 0.016, 0.033, 0.024, 0.033, 0.015, 0.007, 0.007 Eh/bohr.
Computed energy above the lowest of the compared OMol25 structures with the same formula, charge and spin, in the same sequence as the records: 0.5, 26.2, 101.5, 41.0, 1.1, 154.3, 30.5, 59.6 kcal per mole.